C5H14 | ωB97M-V/def2-TZVPD

Gap between HOMO and LUMO: 12.20 eV
M: 74.167 g mol⁻¹
Structure (SMILES): CCC.CC

Atoms and positions in Å:
H (-1.312, -0.695, 2.388)
H (0.300, -0.465, 2.887)
C (0.450, 0.890, -1.071)
H (-1.341, -0.156, -0.949)
H (1.140, -2.485, 1.652)
C (1.038, 1.919, -2.076)
H (-0.032, -2.287, 0.490)
H (0.973, 1.449, -3.052)
C (-1.082, 0.879, -1.187)
H (0.420, 2.814, -2.103)
H (-0.315, -3.276, 1.948)
C (0.038, -2.306, 1.564)
H (2.035, 2.213, -1.688)
H (0.636, 1.246, -0.057)
H (0.895, -0.053, -1.362)
H (-1.500, 1.480, -0.334)
H (-0.639, -1.890, 3.457)
H (-1.641, 1.416, -1.952)
C (-0.374, -1.271, 2.606)

=====

C5H14 | ωB97M-V/def2-TZVPD

Gap between HOMO and LUMO: 11.86 eV
M: 74.167 g mol⁻¹
Structure (SMILES): CCC.CC

Atoms and positions in Å:
H (-0.282, 2.396, -2.026)
C (1.205, 1.066, -1.178)
H (-1.322, -2.810, -0.266)
C (-0.797, -1.970, 0.368)
H (1.502, 0.214, -1.800)
H (0.914, 0.955, 1.075)
H (-0.777, 0.805, -1.713)
H (2.235, 0.119, 0.461)
H (2.443, 1.755, 1.019)
H (1.892, 1.890, -1.496)
H (-2.746, -1.469, 1.273)
H (-1.618, -2.103, 2.261)
H (0.226, -2.047, 0.733)
C (-1.666, -1.467, 1.482)
C (-0.255, 1.615, -1.371)
H (-0.481, -1.320, -0.498)
C (1.701, 1.001, 0.354)
H (-1.392, -0.401, 1.721)
H (-0.784, 1.772, -0.399)